1.
C5H12O | the ωB97M-V functional and the def2-TZVPD basis

As for the HOMO-LUMO gap: 11.19 eV. The calculation puts the HOMO energy at -0.374 Ha. The value obtained for the largest force on an atom is 0.40 eV/Å. For the lowest unoccupied orbital energy, the calculation gives 1.02 eV. For the energy above the lowest of the compared OMol25 structures with the same formula, charge and spin, the calculation gives 7.8 kcal per mole.

Structure (ORCA input):
```
! RIJCOSX wB97M-V def2-TZVPD def2/J DEFGRID3
* xyz 0 1
C 1.06219 1.33744 -2.22033
C 0.98880 1.02499 -0.72823
C -0.20710 0.14834 -0.35304
C -0.12247 -0.36575 1.08337
C -1.31809 -1.21525 1.49898
O -1.09149 -1.83684 2.75604
H 0.14328 1.82038 -2.57211
H 1.89810 2.00706 -2.44934
H 1.19882 0.42008 -2.80529
H 0.94341 1.95924 -0.15243
H 1.91377 0.51980 -0.41771
H -1.13575 0.71873 -0.50416
H -0.25906 -0.70711 -1.04334
H 0.78632 -0.97172 1.19811
H -0.02283 0.47772 1.77961
H -1.53149 -1.96398 0.72142
H -2.21428 -0.58634 1.58918
H -1.03213 -2.78677 2.61926
*
```

=====

2.
C5H12O | the ωB97M-V functional and the def2-TZVPD basis

As for the HOMO-LUMO gap: 10.58 eV. The calculation puts the HOMO energy at -0.354 Ha. The value obtained for the largest force on an atom is 0.31 eV/Å. For the lowest unoccupied orbital energy, the calculation gives 0.96 eV. For the energy above the lowest of the compared OMol25 structures with the same formula, charge and spin, the calculation gives 10.9 kcal per mole.

Structure (ORCA input):
```
! RIJCOSX wB97M-V def2-TZVPD def2/J DEFGRID3
* xyz 0 1
C -0.73396 -0.66199 1.86383
O 0.00852 -1.04548 0.73313
C 0.18456 -0.06534 -0.29291
C -1.12931 0.10635 -1.06003
C 0.67824 1.27247 0.26620
C 1.24773 -0.67208 -1.20321
H -1.24122 -1.55457 2.23928
H -1.50285 0.08770 1.63989
H -0.08868 -0.26259 2.65906
H -1.93796 0.44281 -0.40212
H -1.02477 0.84447 -1.86227
H -1.42399 -0.85117 -1.50089
H -0.09124 1.78817 0.85053
H 1.55514 1.11979 0.90436
H 0.96754 1.93963 -0.55299
H 2.18690 -0.80131 -0.65557
H 0.91578 -1.65462 -1.55274
H 1.42956 -0.03225 -2.07355
*
```